{
  "formula": "C6H10NO",
  "method": "ωB97M-V/def2-TZVPD",
  "symbols": ["C", "C", "C", "N", "O", "C", "C", "C", "H", "H", "H", "H", "H", "H", "H", "H", "H", "H"],
  "positions_angstrom": [[-0.703049, 2.548667, -0.119668], [-0.834132, 1.358034, -0.135351], [-0.780845, -0.092240, -0.285265], [-2.044683, -0.592277, 0.608062], [-1.078823, -0.533156, -1.542295], [0.516452, -0.779350, 0.130103], [1.755289, -0.337378, -0.655270], [2.681313, 0.383886, -0.072994], [-0.829435, 3.588593, -0.230046], [-2.288764, -1.614261, 0.498999], [-1.768670, -0.565886, 1.563778], [-2.864902, -0.151513, 0.250751], [-1.938219, -0.316881, -1.852562], [0.517813, -0.748163, 1.255404], [0.176813, -1.884725, 0.094981], [1.758733, -0.704965, -1.705264], [3.492255, 0.498756, -0.687584], [2.445488, 0.727183, 0.842595]],
  "forces_ev_per_angstrom": [[-0.7, -0.6, -0.2], [0.6, 0.0, 0.0], [-0.8, 0.0, -0.4], [1.4, -3.0, -1.2], [1.3, -0.9, -0.2], [-1.9, -1.8, 1.7], [-2.2, -1.6, -0.2], [-1.4, -1.7, -2.5], [0.3, 0.6, 0.2], [0.8, 0.9, -0.4], [-0.5, 1.1, 1.3], [-0.8, 1.2, 0.7], [-1.2, 0.8, -0.6], [0.9, 0.9, -0.8], [1.2, 1.2, -0.9], [0.3, 0.3, 1.0], [2.4, 1.2, -0.6], [0.3, 1.3, 3.2]],
  "mulliken_charge": [0.19, -1.04, 1.05, -0.40, -0.47, -1.08, -0.18, -0.86, 0.48, 0.34, 0.35, 0.37, 0.35, 0.52, 0.39, 0.34, 0.33, 0.33],
  "e_homo_ev": -13.7,
  "e_lumo_ev": -3.73,
  "e_tot_ha": -364.2255,
  "total_charge": 1,
  "max_force_ev_per_a": 3.5,
  "gap_ha": 0.365,
  "smiles": "C#C[C@@]([NH3+])(O)CC=C"
}